Entry 1:
The following is a DFT calculation (wB97M-V/def2-TZVPD) of one molecule with the formula C4H7N3O.

Cartesian coordinates (Å):
N  -2.934  -0.267  -0.029
N  -1.605  0.039  -0.054
C  -0.574  -0.836  -0.035
C  0.540  -0.053  -0.029
C  1.906  -0.572  -0.012
O  2.763  0.553  -0.106
C  0.075  1.270  0.012
N  -1.266  1.296  -0.073
H  -3.333  0.221  0.787
H  -3.323  0.325  -0.743
H  -0.554  -1.875  -0.020
H  2.074  -1.221  0.843
H  1.937  -1.246  -0.931
H  3.606  0.232  0.249
H  0.688  2.133  0.141

Summary:
- Frontier orbital gap: 9.785 eV
- HOMO level: -9.0 eV
- E: -396.0553 a.u.
- SMILES string: Nn1cc(CO)cn1
- E_LUMO: 0.82 eV

***

Entry 2:
The following is a DFT calculation (wB97M-V/def2-TZVPD) of a 8-piece molecular cluster, C21H21F8INO25PS overall.

Cartesian coordinates (Å):
O  2.945  -1.861  3.759
N  2.769  -1.741  2.605
O  1.974  -0.653  2.251
P  0.930  -0.098  3.515
I  0.521  2.230  2.928
S  -0.870  -1.277  3.166
O  -0.586  -2.188  2.044
O  -1.104  -2.028  4.416
F  -2.211  -0.384  2.913
O  -7.297  2.492  2.816
C  -6.442  1.941  2.216
O  -6.532  0.675  1.738
C  -5.360  0.425  0.958
C  -4.387  1.419  1.529
F  -3.512  1.868  0.589
O  -5.231  2.488  1.922
H  -5.573  0.619  -0.095
H  -5.027  -0.605  1.069
H  -3.833  1.057  2.395
O  3.790  -3.156  0.037
C  3.309  -4.160  0.433
O  2.371  -4.227  1.413
C  1.949  -5.593  1.506
C  3.125  -6.328  0.928
F  2.743  -7.460  0.284
O  3.628  -5.400  -0.022
H  1.043  -5.735  0.912
H  1.742  -5.868  2.533
H  3.907  -6.570  1.650
O  1.736  5.560  -1.337
C  1.081  5.867  -0.403
O  0.226  6.916  -0.377
C  -0.474  6.871  0.870
C  0.473  6.081  1.730
F  -0.188  5.326  2.652
O  1.095  5.219  0.793
H  -1.429  6.360  0.735
H  -0.659  7.873  1.253
H  1.234  6.681  2.233
O  6.541  -8.046  4.185
C  5.451  -7.796  4.559
O  5.154  -7.292  5.782
C  3.754  -6.996  5.798
C  3.228  -7.908  4.724
F  2.156  -7.365  4.079
O  4.319  -7.983  3.822
H  3.600  -5.943  5.554
H  3.322  -7.201  6.775
H  2.971  -8.911  5.069
O  1.519  6.768  -7.791
C  1.876  6.821  -6.663
O  1.887  5.768  -5.816
C  2.511  6.200  -4.600
C  2.301  7.687  -4.654
F  3.320  8.363  -4.063
O  2.318  7.949  -6.050
H  3.569  5.933  -4.619
H  2.044  5.740  -3.733
H  1.352  8.024  -4.232
O  -2.032  2.462  -8.553
C  -1.614  3.403  -9.133
O  -0.467  3.410  -9.855
C  -0.379  4.679  -10.511
C  -1.244  5.543  -9.638
F  -1.872  6.514  -10.355
O  -2.213  4.623  -9.156
H  -0.776  4.594  -11.525
H  0.651  5.026  -10.559
H  -0.718  5.994  -8.794
O  -5.867  -6.397  3.787
C  -4.809  -5.881  3.877
O  -4.537  -4.614  3.479
C  -3.195  -4.317  3.880
C  -2.590  -5.689  3.990
F  -1.637  -5.747  4.959
O  -3.697  -6.483  4.382
H  -3.207  -3.791  4.836
H  -2.691  -3.698  3.143
H  -2.177  -6.076  3.056

Summary:
- Frontier orbital gap: 8.872 eV
- HOMO level: -10.6 eV
- E: -4584.7253 a.u.
- SMILES string: O=NOP(I)S(=O)(=O)F.O=C1OC[C@@H](F)O1.O=C1OC[C@@H](F)O1.O=C1OC[C@@H](F)O1.O=C1OC[C@@H](F)O1.O=C1OC[C@@H](F)O1.O=C1OC[C@@H](F)O1.O=C1OC[C@@H](F)O1
- E_LUMO: -1.72 eV

***

Entry 3:
The following is a DFT calculation (wB97M-V/def2-TZVPD) of C15H24AsBr2N4O2SV as an isolated structure.

Cartesian coordinates (Å):
V  -0.613  -0.827  -0.045
Br  4.249  -0.228  0.047
C  3.111  -0.422  1.502
C  3.622  -0.434  2.817
C  2.799  -0.539  3.911
Br  3.542  -0.535  5.625
C  1.379  -0.646  3.754
C  0.425  -0.712  4.783
C  -0.915  -0.766  4.457
C  -1.305  -0.787  3.120
N  -0.429  -0.777  2.115
C  0.886  -0.671  2.439
C  1.749  -0.541  1.336
O  1.099  -0.524  0.157
H  4.691  -0.350  2.956
H  0.742  -0.704  5.818
H  -1.674  -0.788  5.226
H  -2.359  -0.787  2.868
N  -1.158  -2.850  0.174
N  -2.330  -2.040  0.347
H  -1.241  -3.492  -0.610
H  -0.925  -3.363  1.020
H  -2.774  -2.196  1.247
H  -3.012  -2.195  -0.391
C  0.611  2.702  -1.714
As  -0.503  2.838  -0.155
C  0.588  2.919  1.425
C  -1.623  4.392  -0.260
S  -1.889  1.149  -0.025
H  1.228  3.598  -1.781
H  -0.022  2.632  -2.597
H  1.249  1.824  -1.627
H  1.168  3.842  1.408
H  1.263  2.065  1.446
H  -0.062  2.912  2.298
H  -0.982  5.269  -0.351
H  -2.222  4.463  0.646
H  -2.271  4.314  -1.131
C  -1.232  -1.358  -5.515
N  -0.598  -1.424  -4.192
C  0.774  -1.937  -4.163
C  -1.232  -1.049  -3.129
O  -0.751  -1.092  -1.946
H  -0.619  -0.745  -6.173
H  -2.226  -0.926  -5.435
H  -1.301  -2.364  -5.927
H  0.784  -2.941  -4.583
H  1.151  -1.951  -3.146
H  1.401  -1.295  -4.781
H  -2.244  -0.665  -3.264

Summary:
- Frontier orbital gap (spin up / spin down): 5.525 / 7.226 eV
- HOMO level (spin up / spin down): -16.9 / -17.0 eV
- <S²>: 1.020
- Charge: +3
- E: -9680.6048 a.u.
- E_LUMO (spin up / spin down): -11.41 / -9.78 eV
- Spin multiplicity: 2

***

Entry 4:
The following is a DFT calculation (wB97M-V/def2-TZVPD) of a 2-piece molecular cluster, C4H12 overall.

Cartesian coordinates (Å):
C  -1.049  1.586  -1.535
C  0.325  0.973  -1.727
H  -1.223  1.978  -0.536
H  -1.198  2.387  -2.276
H  -1.844  0.870  -1.757
H  0.431  -0.042  -1.336
H  1.070  1.672  -1.361
H  0.573  0.849  -2.782
C  0.652  -1.979  1.559
C  0.078  -0.583  1.793
H  0.358  -2.322  0.571
H  1.740  -2.028  1.621
H  0.275  -2.689  2.303
H  0.316  0.052  0.943
H  -1.000  -0.666  1.872
H  0.495  -0.058  2.647

Summary:
- Frontier orbital gap: 12.839 eV
- HOMO level: -11.7 eV
- E: -159.5803 a.u.
- SMILES string: CC.CC
- E_LUMO: 1.16 eV

***

Entry 5:
The following is a DFT calculation (wB97M-V/def2-TZVPD) of one molecule with the formula CH5NOSi.

Cartesian coordinates (Å):
H  -1.725  -2.181  -1.407
N  -0.844  -1.990  -0.948
C  -0.786  -0.898  -0.326
O  0.492  -0.436  0.127
Si  0.896  1.132  0.485
H  -1.624  -0.173  -0.171
H  1.949  0.931  1.557
H  0.106  2.010  1.422
H  1.537  1.605  -0.739

Summary:
- Frontier orbital gap: 11.284 eV
- HOMO level: -10.5 eV
- E: -460.5621 a.u.
- SMILES string: [H]/N=C/O[SiH3]
- E_LUMO: 0.79 eV

***

Entry 6:
The following is a DFT calculation (wB97M-V/def2-TZVPD) of C39H43ClP2Si2Tm as an isolated structure.

Cartesian coordinates (Å):
C  0.565  -0.193  -2.182
C  0.036  -1.374  -1.570
C  -1.378  -1.217  -1.434
H  0.587  -2.276  -1.340
C  -1.727  0.088  -1.947
C  -0.525  0.704  -2.424
H  -0.463  1.694  -2.885
H  1.601  -0.009  -2.434
H  -2.093  -1.988  -1.150
H  -2.744  0.472  -2.051
Tm  -0.319  0.396  -0.160
Si  -2.660  -1.635  3.806
C  -1.653  -3.161  3.399
C  -1.303  -3.971  4.477
H  -1.483  -3.634  5.498
C  -0.802  -5.255  4.225
H  -0.669  -5.945  5.061
C  -0.462  -5.656  2.932
H  -0.040  -6.644  2.744
C  -0.647  -4.749  1.883
H  -0.342  -5.025  0.871
C  -1.216  -3.492  2.103
H  -1.383  -2.794  1.277
C  -4.035  -2.438  0.594
C  -3.971  -3.387  -0.456
H  -3.439  -4.340  -0.298
C  -4.587  -3.051  -1.672
H  -4.731  -3.818  -2.445
C  -5.040  -1.742  -1.887
H  -5.606  -1.489  -2.795
C  -4.786  -0.738  -0.942
H  -5.112  0.280  -1.131
C  -4.179  -1.062  0.272
H  -3.939  -0.305  1.005
H  -2.300  -0.848  2.562
Si  -4.678  -2.698  2.273
C  -6.558  -2.619  1.977
C  -7.299  -3.802  1.814
H  -6.933  -4.733  2.257
C  -8.479  -3.804  1.049
H  -9.012  -4.751  0.887
C  -8.960  -2.605  0.502
H  -9.838  -2.618  -0.149
C  -8.342  -1.397  0.853
H  -8.769  -0.454  0.496
C  -7.186  -1.405  1.653
H  -6.738  -0.469  1.984
C  -4.556  -4.380  3.106
C  -4.354  -5.522  2.343
H  -4.352  -5.473  1.249
C  -4.127  -6.747  2.988
H  -3.911  -7.646  2.383
C  -4.175  -6.847  4.376
H  -4.045  -7.814  4.871
C  -4.436  -5.703  5.137
H  -4.466  -5.762  6.226
C  -4.644  -4.472  4.505
H  -4.808  -3.576  5.101
H  -4.004  -1.338  4.249
Cl  -1.723  -0.830  5.479
C  -2.233  2.466  2.807
P  -0.794  1.357  2.699
C  0.068  1.733  4.273
C  0.286  2.317  1.516
C  -0.302  3.133  0.520
C  0.363  3.362  -0.697
C  1.612  2.795  -0.944
C  2.235  2.000  0.031
C  1.579  1.745  1.253
P  2.201  0.422  2.374
C  4.017  0.459  2.142
C  1.695  -1.012  1.328
H  -1.874  3.446  3.134
H  -2.961  2.064  3.520
H  -2.721  2.554  1.824
H  1.064  1.260  4.315
H  0.161  2.823  4.369
H  -0.515  1.328  5.118
H  -1.251  3.632  0.693
H  -0.090  4.034  -1.430
H  2.139  3.005  -1.874
H  3.249  1.632  -0.123
H  4.429  -0.223  2.900
H  4.326  0.118  1.142
H  4.410  1.462  2.336
H  2.374  -1.850  1.544
H  0.673  -1.362  1.586
H  1.801  -0.795  0.238

Summary:
- Frontier orbital gap (spin up / spin down): 6.274 / 5.979 eV
- HOMO level (spin up / spin down): -9.3 / -9.4 eV
- <S²>: 2.075
- Charge: +1
- E: -4318.6562 a.u.
- E_LUMO (spin up / spin down): -3.02 / -3.38 eV
- Spin multiplicity: 3

***

These records have ΔE to the lowest compared entry with this formula, charge and spin values of 244.36 146.58 0.00 12.22 0.00 80.81 kJ/mol, in the order they appear.